# 1
# C25H43BrHfN2P2

A molecular structure, C25H43BrHfN2P2 at a distorted geometry (ωB97M-V with the def2-TZVPD basis set, the Open Molecules 2025 dataset).

Output
E_tot: -4390.73949 hartree
Gap between HOMO and LUMO (alpha / beta): 3.59 / 3.42 eV
Net charge: +4
Highest occupied orbital energy (alpha / beta): -19.75 / -19.76 eV
Largest force on an atom: 5.68 eV Å⁻¹
LUMO (alpha / beta): -16.162 / -16.346 eV

Geometry as XYZ:
```
74
Properties=species:S:1:pos:R:3:forces:R:3:lowdin_charge:R:1
N -1.06201 -0.90979 -5.99319 -0.364 -0.663 0.160 0.162
C -1.35693 -1.90314 -5.14239 -0.150 -0.662 0.395 -0.039
C -1.21520 -1.78818 -3.75517 -0.066 -0.311 -0.637 0.018
C -0.77378 -0.55190 -3.22546 -0.513 -1.149 1.397 -0.238
C -0.42251 0.45817 -4.13614 -0.261 0.873 -0.301 0.043
C -0.59630 0.22268 -5.50805 0.521 0.894 0.596 -0.050
C -0.61176 -0.38008 -1.76635 1.023 1.945 -3.795 -0.197
Hf -0.26470 -0.50619 0.37124 -3.751 -1.223 4.087 1.325
P -0.40200 0.53121 3.15344 0.276 0.783 3.113 1.009
C -0.78422 0.95534 -1.14888 -1.674 -0.039 -2.845 -0.255
C -2.14852 1.59423 -1.22172 0.130 -0.486 -0.517 -0.245
C -2.44416 2.68428 -0.37372 -1.026 0.104 0.987 -0.004
C -3.77155 2.81519 0.14746 0.885 0.861 -0.070 0.005
C -4.60863 1.86334 -0.34932 2.940 0.952 -1.317 0.111
C -4.55636 1.27001 -1.54765 -0.658 -1.101 -1.666 -0.017
C -3.21189 1.04699 -1.97015 -0.524 -0.252 0.779 0.007
Br -3.60558 -0.17663 0.90786 1.502 -1.738 0.153 0.483
H 0.29461 -1.09495 -1.43452 -1.152 0.689 -0.547 0.055
H 0.01195 1.70150 -1.30856 0.247 -0.195 0.962 0.146
H -1.47293 -2.63215 -3.10841 0.010 0.295 -0.303 0.123
H -0.01017 1.41285 -3.79728 -0.197 -0.298 -0.142 0.138
H -1.73787 -2.83904 -5.58214 0.244 0.543 0.176 0.151
H -0.35242 1.00866 -6.22691 0.015 -0.232 0.165 0.149
H -1.64051 3.35892 -0.03351 -0.749 -0.265 0.057 0.156
H -2.97502 0.39737 -2.82798 -0.697 0.420 0.340 0.142
H -3.99905 3.52811 0.91680 -0.189 0.493 0.152 0.161
H -5.39013 0.85837 -2.11713 -0.008 0.216 -0.041 0.179
P 2.17160 -0.73914 -0.10936 3.314 -0.342 -1.214 0.894
C -2.08557 1.04023 3.73664 -0.679 -0.540 -0.551 -0.400
C -2.19398 2.43327 4.36698 0.375 0.078 0.238 -0.107
H -2.42221 0.27314 4.46349 0.248 0.254 -0.337 0.113
H -2.75239 0.95086 2.85488 0.288 0.093 0.662 -0.053
H -3.24674 2.72097 4.48644 0.250 -0.202 -0.110 0.099
H -1.74949 2.43887 5.36637 0.005 0.096 -0.174 0.096
H -1.69681 3.21042 3.77289 -0.170 -0.115 0.104 0.056
C -0.13841 1.61060 1.71120 0.993 0.437 -0.756 -0.499
C 0.74549 2.81476 2.18592 0.241 -0.231 -0.116 -0.081
H -1.10835 1.97191 1.34487 0.364 -0.166 -0.385 0.045
H 0.52369 1.16155 0.86572 -0.022 1.743 1.096 -0.016
H 1.25936 3.24566 1.32372 -0.170 0.201 0.118 0.071
H 0.15451 3.60060 2.67547 0.089 -0.385 -0.154 0.095
H 1.51131 2.46025 2.89188 -0.319 0.135 -0.167 0.091
C -0.41206 -1.29386 2.92095 -0.228 -0.135 -0.991 -0.492
C 0.07929 -2.02401 4.19736 0.091 -0.013 -0.082 -0.079
H 0.33447 -1.54640 2.10586 -0.081 -0.525 0.781 -0.004
H -1.43227 -1.60247 2.65562 0.149 -0.453 -0.209 0.051
H 0.57752 -2.95187 3.90897 -0.168 -0.034 0.109 0.093
H 0.79665 -1.41811 4.75572 -0.126 0.008 -0.093 0.089
H -0.76980 -2.26969 4.84432 0.174 0.112 -0.158 0.107
C 2.86271 -2.01752 0.98651 -0.390 -0.351 0.584 -0.374
C 4.37825 -2.11608 0.87497 0.548 -0.018 -0.182 -0.091
H 2.38930 -2.97992 0.73408 0.069 0.191 0.050 0.097
H 2.57252 -1.77060 2.02031 0.083 -0.102 -0.166 0.088
H 4.70775 -2.32101 -0.15224 -0.071 -0.064 0.324 0.090
H 4.87254 -1.20231 1.21506 -0.056 -0.174 0.028 0.090
H 4.73232 -2.93523 1.50939 -0.084 0.125 -0.117 0.114
C 3.12466 0.79940 0.22426 -0.332 0.326 0.557 -0.329
C 2.75324 2.00720 -0.63317 0.091 0.183 -0.279 -0.109
H 4.17681 0.51971 0.06172 -0.312 0.025 0.079 0.111
H 2.99536 1.02452 1.29443 0.199 -0.018 -0.189 0.100
H 2.89351 1.81619 -1.70334 0.116 0.079 0.207 0.088
H 1.71707 2.34272 -0.49968 0.200 -0.065 0.107 0.031
H 3.39548 2.85399 -0.35199 -0.160 -0.242 -0.166 0.118
C 2.81478 -1.14701 -1.79649 -0.458 0.353 -0.342 -0.349
C 2.41054 -2.46810 -2.42973 0.337 -0.454 0.326 -0.094
H 3.90421 -1.06864 -1.71283 -0.152 0.024 0.088 0.107
H 2.49786 -0.32785 -2.45676 0.108 0.019 0.164 0.089
H 1.34798 -2.51710 -2.67457 -0.086 -0.008 -0.072 0.051
H 2.97658 -2.59301 -3.36274 -0.238 -0.038 0.219 0.116
H 2.65493 -3.31884 -1.77804 -0.037 0.135 -0.255 0.091
N -1.17509 -2.61999 0.13000 -0.170 -0.398 0.194 0.014
H -0.51337 -3.38571 0.27335 -0.025 -0.213 0.061 0.102
H -1.56489 -2.78017 -0.80484 -0.065 0.018 0.263 0.075
H -1.96326 -2.80739 0.78427 0.448 0.200 -0.436 0.086
```
Forces are in eV/Å.



# 2
# C23H53N6O21

11 unconnected molecules or ions with the total composition C23H53N6O21 at a distorted geometry (ωB97M-V with the def2-TZVPD basis set, the Open Molecules 2025 dataset).

Output
E_tot: -2816.54912 hartree
Gap between HOMO and LUMO: 6.29 eV
Net charge: +1
Highest occupied orbital energy: -9.39 eV
Largest force on an atom: 3.58 eV Å⁻¹
LUMO: -3.102 eV

Geometry as XYZ:
```
103
Properties=species:S:1:pos:R:3:forces:R:3:lowdin_charge:R:1
C -13.53383 13.52379 13.60006 1.129 -0.018 -0.172 0.024
C -12.97655 12.16394 13.79229 -0.073 0.086 -0.655 -0.398
O -13.59588 11.16692 13.93636 0.318 -0.628 0.003 0.168
N -11.44452 12.09752 13.88584 -0.395 0.117 -0.036 0.079
H -11.07259 11.17445 13.66446 -0.602 -0.367 0.494 0.170
H -11.03871 12.66514 13.10867 0.059 0.956 -0.122 0.090
C -10.96894 12.55299 15.23669 1.402 -0.023 -0.636 0.034
H -14.55413 13.43480 13.24213 -0.230 0.142 0.744 0.099
H -12.98730 14.13592 12.88032 0.303 -0.409 0.055 0.061
H -13.28961 14.00932 14.55257 -0.911 0.451 0.011 0.117
H -9.91531 12.26944 15.25896 -0.103 -0.278 0.332 0.105
H -11.52483 12.04995 16.01950 -0.101 0.196 0.027 0.112
H -10.90127 13.63904 15.28674 -0.738 0.032 0.040 0.099
C -9.38066 21.54097 11.45455 -0.470 0.618 0.332 0.025
C -9.62130 20.07916 11.33191 0.259 1.011 0.943 -0.394
O -10.54071 19.47262 11.74193 -0.170 -0.607 -0.420 0.204
N -8.38371 19.34267 10.85047 -0.358 -1.018 -0.375 0.091
H -8.42419 19.25420 9.81660 -0.332 -0.253 -0.316 0.161
H -7.49247 19.76996 11.09722 -0.274 0.571 -0.034 0.177
C -8.32159 17.93662 11.35357 0.515 -0.277 -0.645 -0.016
H -9.22875 22.05423 10.50566 0.608 -0.179 0.018 0.105
H -8.57550 21.63979 12.18868 0.423 0.239 -0.493 0.106
H -10.20506 22.06850 11.93308 -0.332 -0.480 -0.106 0.102
H -7.57055 17.49930 10.69604 -0.051 -0.318 0.316 0.094
H -9.25605 17.42797 11.15687 -0.090 0.142 0.168 0.082
H -8.00566 17.93911 12.39335 -0.195 0.010 0.011 0.108
C -12.14195 10.62494 10.03799 -1.145 0.318 1.700 0.027
C -11.68586 9.62917 9.04673 0.067 2.223 -0.583 -0.396
O -12.16756 9.54397 7.97020 0.316 -1.368 -0.236 0.185
N -10.29414 9.10442 9.30070 0.479 -1.359 -0.396 0.093
H -9.74434 9.20715 8.44106 0.090 0.389 0.064 0.181
H -9.78207 9.62049 10.02630 0.242 0.465 -0.315 0.144
C -10.22085 7.64540 9.70121 -0.011 0.437 1.034 0.038
H -11.47462 11.49280 10.05228 0.415 -0.298 0.115 0.089
H -12.29874 10.23434 11.05028 0.730 -0.127 0.064 0.097
H -13.13961 11.03513 9.87005 0.048 -0.279 -0.835 0.093
H -9.18854 7.38875 9.93009 0.111 0.205 -0.382 0.111
H -10.63676 6.97584 8.95758 -0.192 0.230 -0.053 0.109
H -10.73166 7.62715 10.66349 -0.322 -0.520 -0.191 0.103
C -15.88278 16.58437 13.09033 -0.672 -0.841 -0.380 0.021
C -15.10230 17.12990 11.92401 -0.224 -0.249 1.467 -0.398
O -15.36182 18.17488 11.43426 0.297 0.131 -0.852 0.164
N -13.85731 16.37595 11.53360 0.249 1.710 -0.942 0.075
H -13.27479 16.30318 12.38645 0.729 0.432 0.504 0.112
H -14.12134 15.40933 11.28581 -0.282 0.415 0.176 0.065
C -13.12074 17.04978 10.39602 0.687 0.379 1.730 0.032
H -15.51691 15.64908 13.50901 0.563 0.452 0.309 0.069
H -16.87400 16.26175 12.75597 0.058 0.328 -0.440 0.098
H -16.08443 17.38375 13.79774 0.452 -0.063 0.191 0.105
H -12.12603 16.62313 10.43020 0.054 -0.186 -0.581 0.080
H -12.99975 18.09044 10.68280 -0.112 0.088 -0.092 0.090
H -13.60265 17.02876 9.42611 -0.290 -0.499 0.152 0.101
C -5.31103 15.07267 10.14270 0.681 -0.419 -0.477 0.036
C -5.71403 15.57012 11.48995 1.496 -1.072 -0.340 -0.414
O -5.39743 16.57494 12.02991 -0.454 0.433 0.025 0.164
N -6.37975 14.50178 12.29448 -2.059 0.908 -0.201 0.086
H -6.98106 13.99651 11.61634 -0.004 -0.798 -0.228 0.102
H -5.77053 13.79187 12.69925 0.379 0.148 -0.313 0.188
C -7.30621 15.01494 13.35731 0.914 -1.206 1.686 0.003
H -4.84846 14.08080 10.22192 0.042 0.026 0.559 0.105
H -4.54215 15.72410 9.73441 -0.318 0.234 -0.135 0.101
H -6.07475 14.81024 9.40784 -0.501 0.658 0.237 0.106
H -7.71043 14.08236 13.75260 -0.835 0.266 -0.260 0.100
H -8.05594 15.74760 13.09327 0.045 -0.327 -0.571 0.058
H -6.74000 15.35288 14.22561 0.310 0.497 -0.384 0.107
C -14.97780 13.81266 6.64847 -0.727 0.639 -0.414 0.028
C -13.85076 12.91816 7.01297 -0.726 -0.300 -0.773 -0.395
O -13.79134 11.75059 6.85833 0.151 -0.098 0.242 0.178
N -12.62592 13.63731 7.59523 -0.759 -1.180 -0.457 0.119
H -12.72564 14.62343 7.35655 0.696 0.097 -0.061 0.179
H -12.75003 13.58307 8.61405 0.063 -0.033 0.385 0.108
C -11.39645 12.94606 7.06635 0.952 0.403 0.764 0.037
H -14.78117 14.43455 5.76723 0.854 0.506 0.530 0.112
H -15.25673 14.38946 7.53241 0.003 0.358 -0.241 0.094
H -15.87553 13.35544 6.23053 0.190 -0.955 0.740 0.107
H -10.54950 13.07381 7.74190 -0.048 1.009 -0.186 0.078
H -11.23557 13.36813 6.08100 0.361 -0.262 -0.029 0.121
H -11.46891 11.86225 7.08513 -0.991 0.112 -0.448 0.080
O -11.13616 14.44593 9.93472 0.776 -1.015 0.999 0.053
C -10.20569 14.28089 10.94254 0.480 1.073 1.299 -0.709
O -9.06050 14.71410 10.78730 0.126 0.040 -0.823 0.013
O -10.61274 13.80656 12.04885 -0.810 -0.718 -0.671 -0.053
H -11.87950 13.95244 10.32282 -0.637 0.440 -0.069 0.046
O -9.08708 15.55622 8.11882 -0.005 0.052 0.263 0.025
C -9.02863 16.85798 7.68744 0.693 1.779 -2.325 -0.820
O -9.33495 17.74725 8.53952 0.017 0.135 1.494 -0.094
O -8.68295 17.09116 6.51657 -0.383 -0.982 0.959 -0.022
H -9.21122 15.67880 9.07321 -0.052 -0.553 0.017 0.035
O -10.13302 15.82145 13.89222 -0.388 -0.232 0.555 0.008
C -11.18709 16.43188 14.56781 -0.588 2.494 1.627 -0.794
O -12.31928 16.38080 14.00048 -0.354 -1.039 -1.117 -0.080
O -10.95728 17.04901 15.61619 0.632 -1.073 -0.931 0.003
H -10.62085 15.22484 13.31249 0.433 -0.208 -0.730 0.034
O -8.89296 12.18056 9.49581 0.227 0.791 0.062 0.040
C -7.74623 11.58719 9.93105 2.388 -1.999 1.765 -0.780
O -6.95591 12.22646 10.70210 -1.202 0.982 -0.781 -0.061
O -7.55264 10.38295 9.64446 -1.531 0.238 -0.493 -0.037
H -8.72559 13.10600 9.78623 -0.511 -0.022 -0.311 0.068
O -15.66572 12.78936 9.91464 0.544 0.137 -0.278 0.108
C -14.91378 13.76158 10.50455 -0.306 -0.040 0.446 -0.736
O -15.50402 14.65476 11.13575 -1.067 -1.208 -0.530 0.001
O -13.65795 13.69024 10.40630 -0.074 -0.740 -0.877 -0.054
H -16.58472 13.05865 10.04625 -0.051 -0.105 0.088 0.127
```
Forces are in eV/Å.



# 3
# C4H6N2S2

A molecular structure, C4H6N2S2 at a distorted geometry (ωB97M-V with the def2-TZVPD basis set, the Open Molecules 2025 dataset).

Output
E_tot: -1061.85486 hartree
Gap between HOMO and LUMO: 7.86 eV
Net charge: 0
Highest occupied orbital energy: -7.76 eV
Largest force on an atom: 3.25 eV Å⁻¹
LUMO: 0.104 eV

Geometry as XYZ:
```
14
Properties=species:S:1:pos:R:3:forces:R:3:nbo_charge:R:1
C -0.11450 -1.20166 -0.12204 -2.067 0.843 0.611 0.404
C -0.64460 0.97726 0.00338 -1.044 -0.034 -0.923 0.062
C 0.82387 -2.28403 0.10379 0.240 -2.027 -1.934 -0.689
C -0.55776 2.46220 0.00060 1.745 -1.685 1.535 -0.678
N -1.41982 -1.25690 -0.20992 1.067 -3.064 0.239 -0.643
N 0.36692 0.10010 -0.08154 -1.992 0.608 0.558 -0.447
S 1.98915 0.39814 -0.01689 1.882 0.948 -0.018 -0.241
S -2.15400 0.13927 -0.11484 1.110 1.634 -0.034 0.710
H 1.57501 -2.24353 -0.76203 -1.033 -0.731 1.182 0.266
H 1.40028 -2.19486 0.97361 0.984 1.149 1.270 0.259
H 0.32723 -3.25226 0.35826 0.054 0.622 -1.304 0.246
H -0.80346 2.80150 1.02722 0.827 0.377 -0.675 0.248
H 0.39745 2.67169 -0.47504 0.659 0.475 1.064 0.269
H -1.18578 2.88310 -0.68454 -2.431 0.887 -1.570 0.233
```
Forces are in eV/Å.